No. 1
Entry from the Open Molecules 2025 dataset: a cluster of 6 separate species, C42H85N5O30P6S2 in total (the ωB97M-V functional and the def2-TZVPD basis).

Summary:
Kohn-Sham gap = 5.61 eV
Energy = -191201.8610 eV
Net charge = 0
E_HOMO = -8.07 eV
Max |F| = 8.6 eV Å⁻¹

The geometry in XYZ format:
```
170
Properties=species:S:1:pos:R:3:mulliken_charge:R:1
C 0.7295 -3.4334 -3.7094 -1.419
C 0.6882 -1.9592 -4.2034 1.078
C 2.1030 -1.5069 -4.5926 -0.823
C 2.2769 -0.0064 -4.9566 -0.529
O 2.0502 1.0080 -3.9987 -0.005
C 0.8818 1.4889 -3.4564 0.735
C -0.4358 1.5757 -4.2619 0.804
C -0.6547 0.8345 -5.5991 -0.745
C -0.2518 1.5931 -6.8523 0.155
O -1.0760 1.9028 -7.6766 -0.645
O 1.0364 1.9184 -7.0530 -0.441
C 1.2525 3.0066 -3.0955 -1.694
N 1.6962 3.6986 -4.2882 1.479
C 3.1421 3.9084 -4.3867 -1.187
C 1.0298 4.8444 -4.8258 0.458
C -0.0006 4.7940 -5.9516 -1.091
O 1.3621 5.9552 -4.5001 -0.505
C 0.2933 3.6874 -2.0853 0.605
O -1.0694 3.7910 -2.3850 -0.031
C -1.5783 4.9450 -3.0527 -0.068
C -2.8621 5.4276 -2.3435 -0.469
C -2.6334 6.6114 -1.3930 -1.181
C 0.9884 5.0156 -1.5861 0.176
O 2.2203 5.0925 -1.6863 -0.666
O 0.2652 5.8769 -1.0548 -0.699
N 0.2933 2.7958 -0.8538 1.599
C -0.0604 3.3672 0.4403 -0.711
C 0.9042 4.0656 1.3947 0.595
C 0.2311 4.8116 2.3729 -1.641
C 0.8919 5.4924 3.3684 -0.889
C 2.2812 5.5054 3.4236 -0.121
C 2.9705 4.7787 2.4710 -1.073
C 2.2964 4.0609 1.4806 1.504
C 3.1566 3.2680 0.5222 -1.045
C -0.1791 1.6137 -1.2649 -2.876
N -1.3826 1.0796 -1.0805 0.949
S -2.6617 1.9247 -0.2988 -0.209
N -1.7021 -0.2352 -1.5712 -0.759
C -1.5040 -1.0257 -0.6299 0.829
O -1.2357 -1.7682 0.1851 -0.333
N 0.6773 0.8178 -2.0846 1.906
P 2.0051 0.2656 -1.1848 0.537
O 3.4244 0.9052 -1.4467 -0.580
O 1.6979 0.6669 0.3530 -0.650
S 2.1948 -1.6685 -1.1074 -0.342
H 1.7077 -3.8910 -3.8574 0.328
H 0.5396 -3.4578 -2.6325 0.181
H -0.0567 -4.0368 -4.1663 0.364
H 0.1954 -1.3144 -3.4759 -0.412
H 0.1095 -2.0094 -5.1326 0.101
H 2.8897 -1.8234 -3.9056 0.345
H 2.3319 -2.0171 -5.5389 0.525
H 1.8194 0.1024 -5.9395 0.213
H 3.3425 0.0595 -5.2103 0.359
H -1.3074 1.3162 -3.6560 0.316
H -0.6222 2.6230 -4.4941 -1.189
H -0.2159 -0.1556 -5.6900 -0.286
H -1.7276 0.6949 -5.7314 0.657
H 1.0380 2.4826 -7.8399 0.427
H 2.1685 2.8412 -2.5212 0.776
H 3.5197 4.7488 -3.8026 0.361
H 3.6909 2.9952 -4.1566 0.210
H 3.3641 4.1235 -5.4396 0.408
H -0.3820 5.7971 -6.1360 0.454
H 0.4628 4.4852 -6.8919 0.201
H -0.8662 4.1611 -5.7540 0.159
H -1.9224 4.6282 -4.0479 -0.084
H -0.8983 5.7780 -3.2210 0.520
H -3.5184 5.7873 -3.1445 0.451
H -3.3226 4.5928 -1.8116 -0.030
H -3.5535 7.1442 -1.1374 0.433
H -1.8700 7.2963 -1.7597 0.305
H -2.2416 6.2322 -0.4436 0.110
H -0.9109 4.0452 0.3239 -0.145
H -0.4774 2.5540 1.0532 1.034
H -0.8571 4.8401 2.3848 0.412
H 0.3071 6.0234 4.1130 0.398
H 2.7646 6.0728 4.2116 0.372
H 4.0530 4.7813 2.5369 0.417
H 4.0616 3.8441 0.3179 0.493
H 2.6515 3.0899 -0.4168 -0.490
H 3.4557 2.3123 0.9586 0.318
H -3.3499 2.3631 -1.3787 0.177
H 3.8980 0.4522 -2.1553 0.474
H 1.0624 0.0271 0.6986 0.376
C -0.0404 -5.0359 0.6111 -0.663
O 0.1467 -6.2253 1.3689 -0.411
P 1.0058 -7.4606 0.6803 1.101
O 1.6875 -6.7829 -0.4554 -0.637
O -0.3643 -8.2392 0.2412 -0.357
C -1.4647 -8.3290 1.1630 -0.582
O 1.8754 -8.8560 0.7904 -0.409
C 2.0740 -9.5815 -0.4219 -0.570
H -0.7001 -4.3852 1.1857 0.281
H 0.9020 -4.5113 0.4659 0.375
H -0.5060 -5.2638 -0.3477 0.328
H -2.2185 -7.5900 0.8935 0.273
H -1.1485 -8.1595 2.1905 0.320
H -1.9018 -9.3219 1.0895 0.164
H 2.9054 -9.1515 -0.9776 0.238
H 1.1778 -9.5916 -1.0390 0.306
H 2.3252 -10.6044 -0.1442 0.235
C 0.4195 3.3950 8.9719 -0.394
O -0.3877 2.7769 7.9789 -0.430
P -1.4272 3.7263 7.0732 1.138
O -0.8000 5.0467 7.4279 -0.490
O -2.6759 3.3219 8.0538 -0.319
C -2.9302 1.9387 8.3539 -0.707
O -2.4554 4.3870 5.9329 -0.422
C -3.2320 5.5126 6.3367 -0.587
H 0.9372 2.5907 9.4960 0.251
H 1.1683 4.0461 8.5268 0.102
H -0.2020 3.9503 9.6737 0.277
H -2.5401 1.7090 9.3443 0.230
H -2.4717 1.2701 7.6272 0.331
H -4.0067 1.7791 8.3504 0.270
H -2.6335 6.4189 6.2624 0.226
H -3.6153 5.4001 7.3488 0.285
H -4.0718 5.5857 5.6460 0.263
C 4.9918 7.6006 6.3616 -0.681
O 3.6886 7.9808 5.9377 -0.269
P 2.9686 9.2750 6.6792 1.242
O 4.1179 9.9330 7.3601 -0.705
O 2.1046 8.3014 7.6647 -0.428
C 1.4778 7.1180 7.1291 -0.421
O 1.8417 10.4779 6.7212 -0.456
C 1.6244 11.1040 7.9824 -0.596
H 5.2394 6.6843 5.8249 0.268
H 5.7292 8.3566 6.1012 0.291
H 5.0017 7.4100 7.4341 0.296
H 2.0848 6.2488 7.3808 0.120
H 1.3659 7.1735 6.0473 0.128
H 0.4969 7.0038 7.5780 0.366
H 2.3856 11.8633 8.1546 0.244
H 1.6248 10.3830 8.7976 0.303
H 0.6484 11.5859 7.9357 0.242
C -3.9919 -10.6246 7.3039 -0.596
O -2.9843 -10.5881 6.2975 -0.358
P -3.4365 -10.8371 4.7281 1.070
O -4.9129 -10.6577 4.7820 -0.681
O -2.9931 -12.4108 4.7877 -0.360
C -1.7598 -12.7856 5.4233 -0.676
O -3.1596 -10.7245 3.1066 -0.232
C -3.9763 -11.5183 2.2469 -0.656
H -3.4787 -10.5354 8.2613 0.244
H -4.6786 -9.7868 7.2070 0.271
H -4.5326 -11.5690 7.2650 0.298
H -1.9728 -13.1747 6.4180 0.228
H -1.0710 -11.9472 5.5091 0.327
H -1.2914 -13.5677 4.8290 0.280
H -4.9267 -11.0164 2.0737 0.266
H -4.1469 -12.5121 2.6551 0.325
H -3.4474 -11.6101 1.2986 0.257
C 1.7102 -5.2435 -8.9751 -0.547
O 0.4459 -4.6132 -9.1220 -0.410
P -0.7974 -5.0332 -8.0727 1.381
O 0.0801 -5.7059 -7.0517 -0.673
O -1.3951 -6.0547 -9.2073 -0.344
C -1.6189 -5.5833 -10.5476 -0.680
O -2.1840 -5.1643 -7.1462 -0.493
C -2.4821 -6.4501 -6.6077 -0.594
H 2.3275 -4.8998 -9.8063 0.258
H 2.1962 -4.9496 -8.0475 0.216
H 1.6009 -6.3266 -9.0224 0.284
H -0.8024 -5.9171 -11.1862 0.231
H -1.6866 -4.4978 -10.5949 0.328
H -2.5514 -6.0110 -10.9104 0.265
H -1.9070 -6.6108 -5.6974 0.224
H -2.2808 -7.2460 -7.3218 0.296
H -3.5439 -6.4553 -6.3616 0.270
```

---

No. 2
Entry from the Open Molecules 2025 dataset: a cluster of 2 separate species, C28H22F3 in total (the ωB97M-V functional and the def2-TZVPD basis).

Summary:
Kohn-Sham gap = 5.88 eV
Energy = -37538.3720 eV
Net charge = +1
E_HOMO = -11.74 eV
Max |F| = 1.4 eV Å⁻¹

The geometry in XYZ format:
```
53
Properties=species:S:1:pos:R:3:mulliken_charge:R:1
F -6.5781 -0.2530 1.7099 -0.259
C -5.7423 0.8375 1.7395 0.907
F -6.4733 1.9299 1.3657 -0.264
F -5.4161 1.0411 3.0610 -0.261
C -4.5625 0.5868 0.8234 0.258
C -4.0953 1.6019 -0.0176 -0.954
C -2.9413 1.3905 -0.7668 -0.300
C -2.2712 0.1622 -0.6771 0.646
C -0.9672 0.0088 -1.3891 0.847
C -0.7231 -1.1653 -2.2809 0.571
C 0.2627 -1.0117 -3.2750 -0.554
C 0.7254 -2.1390 -3.9683 -0.400
C 0.1749 -3.4004 -3.7036 -0.547
C -0.9028 -3.4957 -2.8216 -0.605
C -1.4155 -2.3653 -2.1694 -0.573
C -2.7595 -0.8369 0.1484 -0.045
C -3.9323 -0.6518 0.8619 -1.492
H -4.5548 2.5869 -0.0295 0.448
H -2.5699 2.1942 -1.4141 0.342
H -0.7960 0.9208 -1.9580 0.518
H 0.6078 0.0021 -3.5462 0.358
H 1.5469 -2.0142 -4.6661 0.468
H 0.6762 -4.3136 -4.0886 0.345
H -1.3234 -4.4634 -2.5735 0.421
H -2.3640 -2.4404 -1.6316 0.712
H -2.2483 -1.7875 0.2433 0.598
H -4.2846 -1.4405 1.5156 0.394
C 1.3571 -0.1003 0.8744 -0.454
C 2.5725 -0.3187 0.1642 0.605
C 3.7510 0.1492 0.8152 0.624
C 3.6038 0.7887 2.1794 -1.349
H 4.4285 1.4924 2.3292 0.638
C 2.3013 1.5366 2.3486 0.556
C 1.1513 1.0774 1.6517 0.626
C -0.0969 1.7212 1.9114 0.061
C -0.1719 2.7992 2.7917 -0.764
C 0.9960 3.2298 3.4767 -0.491
C 2.2060 2.5656 3.2693 -0.846
C 5.0030 -0.1050 0.2825 -0.735
C 5.1264 -0.7532 -0.9523 -0.535
C 3.9678 -1.2424 -1.6080 -0.733
C 2.7197 -1.0989 -1.0183 -0.300
H -0.1958 -0.0736 -0.6297 -1.571
H 0.7155 -0.9836 1.0844 0.511
H 3.6844 0.0105 2.9750 0.351
H -1.0003 1.3672 1.4007 0.220
H -1.1269 3.3367 2.9247 0.445
H 0.9484 4.1031 4.1312 0.398
H 3.1060 2.8906 3.7884 0.444
H 5.8914 0.2578 0.8056 0.429
H 6.1073 -0.8540 -1.4249 0.403
H 4.0517 -1.7147 -2.6053 0.441
H 1.8301 -1.5656 -1.4576 0.445
```